[1]
Computed, not measured: 13 unconnected molecules or ions with the total composition C54H139N5O18 at a distorted geometry, with the ωB97M-V functional and the def2-TZVPD basis.

Structure (ORCA input):
```
! wB97M-V def2-TZVPD RIJCOSX def2/J DEFGRID3
* xyz -1 2
C -2.254 -5.495 -0.322
O -2.000 -4.092 -0.233
C -2.027 -3.534 1.068
C -1.938 -1.976 0.927
N -0.613 -1.471 1.356
C -0.400 -0.075 1.042
C 1.012 0.440 1.386
O 1.900 -0.034 0.374
C 3.328 -0.172 0.785
H -2.114 -5.752 -1.372
H -3.307 -5.651 -0.086
H -1.578 -6.028 0.346
H -1.274 -4.036 1.675
H -2.959 -3.771 1.582
H -2.803 -1.515 1.404
H -2.096 -1.843 -0.143
H 0.040 -1.981 0.778
H -1.047 0.460 1.737
H -0.663 0.106 0.000
H 1.274 0.093 2.386
H 1.047 1.529 1.384
H 3.680 0.645 1.415
H 3.924 -0.197 -0.128
H 3.591 -1.102 1.288
C 0.774 4.236 0.083
O 2.210 4.105 0.077
C 2.704 3.666 -1.186
C 2.601 4.858 -2.207
N 3.182 4.633 -3.499
C 2.684 3.538 -4.280
C 3.551 3.370 -5.600
O 4.761 2.694 -5.504
C 5.748 3.327 -4.723
H 0.367 4.670 -0.830
H 0.423 4.895 0.878
H 0.339 3.261 0.297
H 2.230 2.722 -1.458
H 3.775 3.463 -1.200
H 3.120 5.725 -1.798
H 1.549 5.124 -2.318
H 3.241 5.484 -4.040
H 1.652 3.737 -4.570
H 2.789 2.550 -3.833
H 3.641 4.328 -6.112
H 2.879 2.780 -6.224
H 6.675 3.400 -5.291
H 6.025 2.664 -3.903
H 5.411 4.341 -4.506
C -12.353 -0.100 -0.905
O -11.346 0.659 -0.114
C -10.260 1.206 -0.905
C -9.160 0.385 -1.615
N -8.406 -0.469 -0.656
C -7.144 -1.027 -1.131
C -6.284 -1.840 -0.015
O -5.398 -1.080 0.825
C -6.080 -0.192 1.629
H -11.896 -0.787 -1.618
H -13.109 0.605 -1.250
H -12.997 -0.707 -0.269
H -9.756 1.957 -0.297
H -10.712 1.728 -1.748
H -8.417 1.141 -1.870
H -9.272 -0.081 -2.594
H -9.047 -1.137 -0.250
H -6.567 -0.184 -1.511
H -7.163 -1.686 -1.999
H -5.686 -2.646 -0.440
H -7.085 -2.303 0.562
H -5.429 0.403 2.269
H -6.902 -0.610 2.211
H -6.649 0.563 1.087
C 6.783 0.067 -4.016
O 5.785 -0.463 -3.165
C 6.198 -1.115 -2.012
C 6.989 -0.273 -1.025
N 6.391 1.095 -0.757
C 7.369 2.095 -0.389
C 8.014 1.845 0.951
O 8.878 2.908 1.126
C 9.386 3.095 2.407
H 7.153 0.989 -3.566
H 6.328 0.355 -4.964
H 7.754 -0.423 -4.084
H 6.693 -2.049 -2.280
H 5.330 -1.453 -1.445
H 8.013 -0.109 -1.361
H 7.059 -0.835 -0.093
H 5.754 1.541 -1.402
H 6.855 3.056 -0.421
H 8.088 2.178 -1.204
H 8.476 0.859 0.926
H 7.263 1.791 1.739
H 9.819 2.254 2.949
H 8.660 3.532 3.093
H 10.256 3.748 2.476
C 4.362 3.574 2.344
O 4.154 4.658 3.251
C 3.274 5.577 2.627
C 2.992 6.808 3.545
N 4.021 7.894 3.479
C 3.865 8.813 4.646
C 3.727 8.126 6.015
O 2.371 7.829 6.392
C 2.360 6.905 7.552
H 3.490 3.112 1.881
H 4.687 2.820 3.061
H 5.030 3.800 1.513
H 2.336 5.191 2.227
H 3.643 5.859 1.641
H 2.866 6.435 4.561
H 2.042 7.281 3.299
H 4.919 7.485 3.695
H 3.017 9.488 4.532
H 4.731 9.464 4.767
H 4.215 8.712 6.793
H 4.383 7.256 6.042
H 2.734 5.918 7.280
H 1.369 6.824 7.998
H 2.956 7.244 8.400
C -2.929 3.613 -0.844
C -3.933 2.540 -0.717
C -4.791 2.428 -1.979
O -3.418 1.242 -0.368
H -2.733 4.142 0.088
H -3.142 4.393 -1.575
H -2.047 3.057 -1.162
H -4.638 2.966 -0.004
H -5.631 1.764 -1.778
H -4.131 2.021 -2.746
H -5.052 3.413 -2.366
H -4.135 0.650 -0.130
C 0.895 -9.441 3.065
C -0.032 -9.301 1.823
C -1.047 -8.146 1.905
O 0.771 -9.041 0.672
H 1.669 -10.202 2.962
H 0.262 -9.593 3.939
H 1.356 -8.483 3.308
H -0.616 -10.209 1.672
H -1.788 -8.426 1.156
H -0.579 -7.184 1.693
H -1.573 -8.156 2.859
H 1.524 -8.481 0.872
C -0.002 4.378 5.594
C 0.245 3.179 4.566
C 1.170 2.044 5.206
O -0.906 2.676 3.957
H -0.621 3.937 6.375
H -0.489 5.146 4.994
H 0.788 4.770 6.235
H 0.918 3.538 3.788
H 1.981 2.483 5.788
H 1.661 1.520 4.386
H 0.795 1.229 5.825
H -1.477 2.307 4.634
C -4.200 -1.957 4.891
C -2.613 -2.046 4.737
C -1.950 -0.710 5.198
O -2.182 -3.066 5.635
H -4.557 -1.562 3.941
H -4.603 -1.406 5.741
H -4.522 -2.981 5.082
H -2.295 -2.331 3.734
H -2.149 0.087 4.481
H -0.865 -0.795 5.136
H -2.141 -0.438 6.236
H -1.249 -3.237 5.488
C -4.684 -6.771 -3.396
C -3.496 -7.594 -3.941
C -3.077 -8.608 -2.897
O -4.008 -8.500 -4.934
H -5.163 -6.235 -4.215
H -4.320 -5.905 -2.843
H -5.367 -7.451 -2.887
H -2.759 -6.931 -4.395
H -2.139 -9.130 -3.085
H -3.843 -9.375 -2.777
H -2.822 -8.141 -1.946
H -3.201 -8.851 -5.317
C -1.625 2.642 -4.975
C -1.247 1.228 -4.594
C -0.816 0.962 -3.132
O -2.309 0.426 -4.925
H -0.882 3.393 -4.704
H -2.493 2.954 -4.396
H -1.669 2.891 -6.036
H -0.393 0.922 -5.198
H -0.034 1.603 -2.725
H -0.558 -0.055 -2.836
H -1.738 1.152 -2.582
H -2.266 -0.281 -4.277
C 1.651 -4.821 0.449
C 1.538 -4.056 -0.885
C 2.868 -3.473 -1.179
O 1.280 -4.974 -1.979
H 2.420 -5.584 0.321
H 0.726 -5.106 0.950
H 2.197 -4.200 1.159
H 0.789 -3.272 -0.780
H 3.209 -2.705 -0.484
H 2.851 -3.073 -2.193
H 3.686 -4.193 -1.210
H 0.913 -4.451 -2.696
C -1.459 -4.424 -4.339
C -0.406 -3.587 -4.992
C -0.924 -2.475 -5.973
O 0.298 -2.809 -3.914
H -0.831 -5.105 -3.765
H -2.128 -4.945 -5.025
H -1.925 -3.867 -3.526
H 0.363 -4.139 -5.533
H -1.027 -2.930 -6.958
H -0.233 -1.635 -5.900
H -1.870 -2.053 -5.632
H 1.146 -2.481 -4.222
*
```

M (g/mol): 1146.72
Orbital gap (alpha / beta) (eV): 1.2036 / 8.8909
⟨S²⟩: 0.750
E_HOMO (alpha / beta) (eV): 0.82 / -6.86


[2]
Computed, not measured: a molecular structure, C17H25ClN3O4STl at a distorted geometry, with the ωB97M-V functional and the def2-TZVPD basis.

Structure (ORCA input):
```
! wB97M-V def2-TZVPD RIJCOSX def2/J DEFGRID3
* xyz 2 1
Tl -3.123 -3.180 -3.728
C -1.138 2.973 2.584
C -1.395 1.722 1.732
C -2.886 1.709 1.359
C -0.569 1.856 0.447
C -1.072 0.431 2.578
O -1.625 0.528 3.860
C 0.522 0.198 2.772
C 1.308 -0.473 1.687
C 2.263 0.217 0.886
C 2.673 -0.412 -0.346
C 3.521 0.207 -1.202
C 4.055 1.477 -0.851
Cl 5.112 2.243 -1.886
C 3.709 2.101 0.384
C 2.824 1.498 1.215
C -1.766 -0.907 2.107
N -1.724 -1.289 0.701
C -2.683 -1.695 -0.137
N -2.146 -2.041 -1.300
C -0.829 -1.850 -1.150
N -0.558 -1.403 0.061
H -1.323 3.852 1.966
H -0.106 3.046 2.937
H -1.815 3.044 3.435
H -3.155 2.694 0.977
H -3.517 1.506 2.224
H -3.106 0.989 0.571
H -0.986 2.674 -0.141
H -0.591 0.967 -0.181
H 0.468 2.118 0.662
H -1.338 1.329 4.313
H 0.557 -0.432 3.662
H 0.935 1.176 3.021
H 0.555 -0.945 0.860
H 1.735 -1.439 2.012
H 2.252 -1.370 -0.623
H 3.778 -0.251 -2.148
H 4.164 3.044 0.655
H 2.589 1.974 2.157
H -2.803 -0.844 2.425
H -1.303 -1.713 2.683
H -3.734 -1.727 0.103
H -0.084 -2.014 -1.927
C 0.777 -2.807 -5.972
S -0.139 -2.598 -4.435
O -1.255 -1.696 -4.751
O 0.821 -2.039 -3.489
O -0.640 -3.922 -4.049
H 1.079 -1.812 -6.283
H 0.089 -3.266 -6.676
H 1.624 -3.450 -5.756
*
```

M (g/mol): 607.31
Orbital gap (eV): 3.3329
ΔE to the lowest compared entry with this formula, charge and spin (kJ/mol): 355.11
E_HOMO (eV): -14.53


[3]
Computed, not measured: a gas-phase ion, C3H9N2O (charge +1) at a distorted geometry, with the ωB97M-V functional and the def2-TZVPD basis.

Structure (ORCA input):
```
! wB97M-V def2-TZVPD RIJCOSX def2/J DEFGRID3
* xyz 1 1
C 1.585 -2.122 -0.224
N 1.110 -0.709 0.113
C -0.352 -0.582 0.318
C -0.692 0.892 0.044
N -1.997 1.155 -0.133
O 0.220 1.677 -0.084
H 1.738 -2.246 -1.296
H 2.560 -2.283 0.226
H 0.850 -2.811 0.194
H 1.457 -0.011 -0.553
H 1.595 -0.534 0.989
H -0.892 -1.204 -0.389
H -0.541 -0.961 1.316
H -2.204 2.063 -0.528
H -2.675 0.438 -0.326
*
```

M (g/mol): 89.12
Orbital gap (eV): 11.4214
ΔE to the lowest compared entry with this formula, charge and spin (kJ/mol): 64.80
E_HOMO (eV): -14.81


[4]
Computed, not measured: a molecular structure, C39H53FN9OS2Y at a distorted geometry, with the ωB97M-V functional and the def2-TZVPD basis.

Structure (ORCA input):
```
! wB97M-V def2-TZVPD RIJCOSX def2/J DEFGRID3
* xyz 2 1
Y -1.623 -1.143 -1.687
C -0.072 3.115 -0.917
C -0.546 1.699 -0.855
N -0.446 0.859 -1.812
C 0.119 1.132 -3.134
C -0.210 -0.018 -4.113
N -1.646 -0.391 -4.004
C -2.118 -1.498 -4.883
C -2.346 -2.838 -4.156
N -3.037 -2.643 -2.852
C -3.265 -3.884 -2.056
C -2.654 -3.872 -0.620
N -2.549 -2.515 -0.084
C -2.390 -2.199 1.144
C -2.370 -3.131 2.308
C -2.131 -0.724 1.384
C -2.438 -0.033 2.549
C -2.135 1.319 2.602
C -1.499 1.940 1.531
C -1.216 1.186 0.402
N -1.561 -0.102 0.360
H 0.982 3.162 -0.628
H -0.628 3.766 -0.249
H -0.148 3.509 -1.930
H 1.205 1.225 -3.056
H -0.258 2.082 -3.528
H 0.386 -0.897 -3.871
H 0.043 0.313 -5.123
H -2.189 0.435 -4.227
H -1.415 -1.673 -5.699
H -3.060 -1.180 -5.333
H -1.393 -3.317 -3.952
H -2.929 -3.490 -4.813
H -3.936 -2.210 -3.041
H -2.829 -4.729 -2.587
H -4.337 -4.068 -1.988
H -1.636 -4.268 -0.670
H -3.240 -4.532 0.022
H -1.936 -4.089 2.024
H -3.386 -3.315 2.668
H -1.784 -2.712 3.123
H -2.900 -0.530 3.391
H -2.364 1.888 3.493
H -1.232 2.985 1.597
S 1.252 -1.752 0.036
C 2.402 -0.804 0.780
N 3.653 -0.687 0.349
C 4.555 0.275 0.979
C 3.769 1.522 1.292
N 2.671 1.160 2.182
C 2.370 2.097 3.273
C 3.554 2.305 4.180
C 4.185 3.539 4.265
C 5.283 3.709 5.100
C 5.756 2.642 5.847
C 5.129 1.404 5.764
C 4.031 1.236 4.936
C 2.060 -0.023 2.047
S 1.072 -0.717 3.175
C 4.209 -1.504 -0.742
C 5.516 -2.130 -0.328
C 6.715 -1.734 -0.905
C 7.913 -2.311 -0.503
C 7.914 -3.285 0.484
C 6.717 -3.685 1.066
C 5.523 -3.112 0.659
H 5.368 0.487 0.288
H 4.991 -0.142 1.890
H 3.393 1.990 0.376
H 4.403 2.239 1.812
H 1.535 1.674 3.826
H 2.057 3.048 2.829
H 3.816 4.375 3.682
H 5.767 4.675 5.165
H 6.609 2.774 6.499
H 5.493 0.573 6.352
H 3.534 0.274 4.877
H 4.345 -0.867 -1.620
H 3.467 -2.260 -0.983
H 6.716 -0.977 -1.682
H 8.842 -2.002 -0.961
H 8.845 -3.737 0.797
H 6.715 -4.451 1.830
H 4.587 -3.430 1.106
C -5.675 -0.867 -0.501
N -5.554 0.555 -0.760
C -6.756 1.354 -0.532
C -6.374 2.791 -0.250
C -5.532 3.303 -1.397
N -4.452 2.370 -1.712
C -3.408 2.912 -2.561
C -4.479 1.048 -1.414
O -3.514 0.305 -1.730
H -6.389 -1.331 -1.188
H -6.034 -1.019 0.517
H -4.709 -1.347 -0.609
H -7.286 0.918 0.313
H -7.418 1.296 -1.403
H -5.817 2.850 0.687
H -7.269 3.403 -0.149
H -5.074 4.260 -1.142
H -6.148 3.465 -2.288
H -3.815 3.205 -3.533
H -2.633 2.167 -2.704
H -2.977 3.800 -2.094
F -0.301 -2.443 -2.300
*
```

M (g/mol): 835.95
Orbital gap (eV): 6.5010
ΔE to the lowest compared entry with this formula, charge and spin (kJ/mol): 111.27
E_HOMO (eV): -12.05


[5]
Computed, not measured: a single C25H25FN4O3 molecule, with the ωB97M-V functional and the def2-TZVPD basis.

Structure (ORCA input):
```
! wB97M-V def2-TZVPD RIJCOSX def2/J DEFGRID3
* xyz 0 1
C -1.875 1.718 2.557
C -0.888 0.557 2.497
C -1.341 -0.705 1.734
O -0.535 -1.569 1.461
N -2.653 -0.791 1.446
C -3.166 -1.840 0.594
C -3.240 -1.383 -0.873
C -4.163 -0.207 -1.011
C -5.537 -0.392 -1.108
C -6.396 0.690 -1.180
C -5.861 1.965 -1.149
F -6.693 3.028 -1.214
C -4.499 2.182 -1.054
C -3.654 1.088 -0.985
N 0.349 0.973 1.864
C 1.580 1.021 2.551
O 1.704 0.862 3.736
N 2.529 1.337 1.637
C 3.933 1.058 1.841
C 4.294 -0.343 1.326
C 3.637 -0.570 0.003
C 2.585 0.176 -0.446
N 2.158 -0.271 -1.667
C 2.925 -1.347 -2.020
C 2.882 -2.148 -3.153
C 3.808 -3.164 -3.253
C 4.759 -3.382 -2.252
C 4.809 -2.594 -1.125
C 3.883 -1.559 -0.996
C 1.992 1.336 0.289
C 2.221 2.669 -0.432
C 0.504 1.100 0.525
O -0.363 1.048 -0.317
H -1.399 2.559 3.058
H -2.758 1.444 3.129
H -2.164 2.033 1.556
H -0.605 0.249 3.512
H -3.235 0.025 1.541
H -4.158 -2.127 0.954
H -2.483 -2.687 0.682
H -3.591 -2.218 -1.480
H -2.235 -1.107 -1.194
H -5.941 -1.393 -1.133
H -7.464 0.558 -1.261
H -4.117 3.190 -1.038
H -2.587 1.235 -0.919
H 4.130 1.144 2.910
H 4.507 1.818 1.304
H 5.378 -0.441 1.246
H 3.939 -1.095 2.038
H 1.325 0.049 -2.132
H 2.146 -1.980 -3.925
H 3.800 -3.807 -4.120
H 5.466 -4.190 -2.372
H 5.544 -2.770 -0.355
H 3.271 2.784 -0.688
H 1.915 3.494 0.207
H 1.629 2.690 -1.344
*
```

M (g/mol): 448.50
Orbital gap (eV): 8.5318
ΔE to the lowest compared entry with this formula, charge and spin (kJ/mol): 0.00
E_HOMO (eV): -7.92


- Among the records above, which one has the lowest M?
  C3H9N2O


- Which of these has the lowest M?
  C3H9N2O


- Among the records above, which one has the highest M?
  C54H139N5O18


- What is the M in the fourth record?
  835.95 g/mol